Formula: C35H27F5N6O4S3Ta
Source: OMol25
Level of theory: wB97M-V/def2-TZVPD

Values from the calculation:
E_HOMO in eV: -11.01
Net charge: +1
Molecular weight in u: 967.8
Energy above the lowest of the compared OMol25 structures with the same formula, charge and spin in eV: 0.276
LUMO energy in eV: -4.8

Atoms and positions in Å:
Ta 0.68824 -0.38530 0.59982
C 2.00193 -1.58722 4.23077
C 2.09585 -0.19708 3.72104
N 1.72230 0.26369 2.54123
C 1.87075 1.63314 2.58003
C 2.36459 2.00859 3.79174
N 2.51214 0.83775 4.47880
C 2.69722 3.30242 4.45863
O 2.46475 4.40840 3.78462
O 3.15035 3.27012 5.57056
C 1.36430 2.39124 1.43006
O 1.36903 3.59022 1.32537
O 0.85052 1.55313 0.53139
H 1.60532 -2.25761 3.47410
H 1.31765 -1.60550 5.08107
H 2.97478 -1.95261 4.56172
H 2.86890 0.80339 5.42592
H 2.06492 4.26177 2.89475
C -2.95820 -4.44936 -0.17340
C -2.74938 -3.03195 0.36589
C -2.98334 -1.97163 -0.68891
C -4.28899 -1.80360 -1.14491
C -4.58931 -0.91585 -2.15968
C -3.57414 -0.17292 -2.73791
C -2.26252 -0.27701 -2.29606
C -1.19003 0.52329 -2.97793
C -0.40486 -0.29571 -4.00246
C -1.98397 -1.18033 -1.26633
N -0.61084 -1.39159 -0.80300
C -0.18779 -2.61415 -1.06782
C 0.88509 -3.14492 -0.34866
C 1.60060 -4.32758 -0.46697
C 2.59873 -4.28331 0.51060
C 2.46045 -3.07783 1.17378
N 1.40709 -2.36821 0.69290
H -2.86103 -5.18314 0.62760
H -2.23140 -4.70415 -0.94899
H -3.94939 -4.55865 -0.61278
H -1.75962 -2.94746 0.81447
H -3.45372 -2.85764 1.18257
H -5.07754 -2.39428 -0.69345
H -5.60921 -0.80988 -2.50622
H -3.79461 0.50990 -3.55027
H -0.52817 0.96142 -2.23362
H -1.65675 1.37410 -3.47656
H 0.15717 -1.10640 -3.53444
H 0.30907 0.33339 -4.53546
H -1.08182 -0.73696 -4.73512
H -0.71911 -3.21081 -1.80281
H 1.40717 -5.11507 -1.17882
H 3.33769 -5.03824 0.72409
H 3.08439 -2.69022 1.96173
S -2.73412 4.49928 1.96290
C -2.28584 2.94404 1.79911
S -2.00137 1.82518 3.13809
C -1.59305 0.59421 1.99237
N -1.67356 0.93806 0.75240
N -2.04539 2.24780 0.64181
C -2.19062 2.87463 -0.64576
C -3.42005 2.80736 -1.27545
C -3.59360 3.46048 -2.48655
C -2.54215 4.17175 -3.04719
C -1.31771 4.24445 -2.39384
C -1.13772 3.59931 -1.18092
S -0.88773 -0.93919 2.40076
H -4.23124 2.26034 -0.81155
H -4.55315 3.42488 -2.98602
H -2.68287 4.68552 -3.98939
H -0.50759 4.82034 -2.82095
H -0.20608 3.68182 -0.63647
F 4.25265 -0.70959 1.91451
C 4.10272 -0.34473 0.62253
C 2.84631 -0.20881 0.05411
C 2.86949 0.14827 -1.27416
F 1.63535 0.26155 -1.85231
C 3.98937 0.37422 -2.04130
F 3.89982 0.71042 -3.32333
C 5.22051 0.23032 -1.42382
F 6.33894 0.42818 -2.10581
C 5.27247 -0.13224 -0.08584
F 6.45094 -0.27961 0.50941